A 6-piece molecular cluster, C29H65Cl2N2O18PS5 overall in a non-equilibrium geometry. Source: the Open Molecules 2025 dataset; level of theory: ωB97M-V with the def2-TZVPD basis set.

Values from the calculation:
Max |F|, eV/A: 1.833
Molar mass, g/mol: 992.0
Net charge: 0
Frontier orbital gap, eV: 9.93
Energy, Ha: -5860.39394

Positions of all 122 atoms, in Å:
C -0.31 -4.21 -1.53
C 1.05 -4.16 -2.12
O 2.08 -4.22 -1.49
O 1.06 -4.03 -3.49
C 1.22 -2.66 -3.88
C 0.49 -2.39 -5.18
C -0.40 -1.17 -5.24
C -1.63 -1.10 -4.34
C -2.50 0.05 -4.89
C -3.39 0.85 -3.97
C -4.46 0.16 -3.13
C -5.41 -0.70 -3.90
C -6.38 -1.48 -3.01
C -6.59 -2.92 -3.45
Cl -6.03 -4.12 -2.25
C -5.03 1.40 -2.47
O -6.18 1.68 -2.24
N -3.89 2.24 -2.13
C -2.83 1.93 -3.03
Cl -2.56 3.43 -4.05
P -1.25 1.69 -2.11
N -1.53 1.38 -0.59
H -0.24 -3.85 -0.53
H -0.98 -3.60 -2.10
H -0.70 -5.21 -1.55
H 0.90 -1.99 -3.09
H 2.27 -2.48 -4.02
H -0.03 -3.28 -5.51
H 1.27 -2.24 -5.92
H -0.80 -1.15 -6.25
H 0.18 -0.26 -5.13
H -1.42 -1.03 -3.29
H -2.18 -2.03 -4.48
H -1.87 0.71 -5.46
H -3.16 -0.40 -5.61
H -3.98 1.44 -4.66
H -4.02 -0.37 -2.28
H -4.83 -1.38 -4.50
H -6.00 -0.06 -4.54
H -7.34 -0.99 -3.05
H -6.08 -1.48 -1.98
H -7.64 -3.12 -3.55
H -6.11 -3.14 -4.38
H -3.67 1.98 -1.17
H -0.48 2.83 -2.32
H -0.57 0.64 -2.73
H -1.10 2.09 -0.02
O 6.68 -4.88 -4.25
S 6.09 -5.88 -5.08
O 4.96 -5.57 -5.89
O 5.75 -7.15 -4.18
C 4.98 -6.94 -2.98
C 3.50 -6.76 -3.26
C 7.32 -6.64 -6.08
H 5.39 -6.10 -2.43
H 5.14 -7.84 -2.38
H 3.31 -5.83 -3.79
H 2.95 -6.74 -2.33
H 3.13 -7.57 -3.88
H 8.16 -6.91 -5.44
H 7.63 -5.91 -6.82
H 6.90 -7.51 -6.56
O 0.71 2.67 4.35
S 1.60 2.19 3.34
O 1.15 2.12 1.98
O 2.15 0.78 3.77
C 1.19 -0.24 4.14
C 0.52 -0.88 2.93
C 3.12 3.07 3.41
H 0.45 0.18 4.82
H 1.76 -0.98 4.69
H -0.12 -0.17 2.41
H -0.09 -1.72 3.25
H 1.27 -1.23 2.22
H 3.47 3.09 4.43
H 2.91 4.08 3.05
H 3.83 2.58 2.75
O -0.12 6.74 0.63
S 1.05 5.94 0.44
O 2.05 5.88 1.47
O 1.74 6.37 -0.92
C 2.01 7.77 -1.13
C 3.23 8.25 -0.36
C 0.61 4.31 -0.02
H 1.12 8.35 -0.87
H 2.17 7.88 -2.20
H 3.06 8.23 0.71
H 3.47 9.27 -0.65
H 4.09 7.61 -0.57
H -0.11 4.36 -0.82
H 0.18 3.83 0.86
H 1.51 3.78 -0.32
O 3.78 2.25 7.76
S 3.14 3.52 7.95
O 3.81 4.72 7.56
O 2.70 3.64 9.47
C 3.71 3.40 10.48
C 4.65 4.57 10.65
C 1.54 3.49 7.24
H 4.25 2.48 10.24
H 3.16 3.22 11.39
H 5.28 4.72 9.77
H 5.31 4.40 11.51
H 4.09 5.49 10.82
H 1.02 2.59 7.57
H 1.67 3.47 6.16
H 1.00 4.38 7.54
O -4.29 -2.31 0.59
S -4.03 -1.31 1.58
O -2.74 -1.23 2.19
O -5.14 -1.40 2.71
C -5.36 -2.68 3.33
C -4.29 -3.02 4.35
C -4.50 0.23 0.89
H -5.44 -3.45 2.56
H -6.33 -2.59 3.81
H -3.33 -3.19 3.88
H -4.57 -3.93 4.89
H -4.17 -2.21 5.07
H -5.49 0.12 0.46
H -3.75 0.44 0.13
H -4.47 1.00 1.66